# 1
Below is 2 unconnected molecules or ions with the total composition C25H41Cl2N2O3, with properties calculated with the ωB97M-V functional and the def2-TZVPD basis.

ORCA input file:
```
! wB97M-V def2-TZVPD RIJCOSX def2/J DEFGRID3
* xyz 1 1
C 5.65297 -2.15646 4.42899
C 5.66628 -1.66866 2.99158
C 4.34404 -0.93768 2.29292
O 3.21365 -0.91834 3.05199
O 4.36486 -0.33774 0.93644
C 4.36623 -1.41766 -0.10380
C 4.70445 -0.73696 -1.56239
C 3.80053 -1.30264 -2.81021
C 2.48269 -0.37522 -3.17135
C 1.25602 -0.95468 -2.19489
C -0.19041 -0.16680 -2.48517
C -0.86205 0.08232 -1.00749
C -1.82510 -1.15840 -0.43339
C -2.12317 -2.54564 -1.31877
C -2.46979 -0.96011 1.06143
C -3.39283 -2.10783 1.78131
C -4.72926 -2.35487 0.86420
C -6.09787 -2.62095 1.73150
C -6.88834 -1.21173 2.02364
C -2.13525 0.42577 1.86983
N -1.24756 1.56510 1.32551
C -1.03908 2.72960 2.26816
C -1.59322 4.17444 1.73079
C -0.29565 5.22413 1.84663
N 0.10219 5.50855 3.28480
C -0.60257 1.44397 -0.07137
C 0.38638 2.60405 -0.67139
C 1.92889 2.31147 -0.10609
O 2.93111 2.90863 -0.77525
H 5.52236 -3.30892 4.70995
H 5.83695 -1.40858 5.33749
H 6.69005 -1.80361 2.40592
H 5.25494 -2.14293 0.22398
H 3.37425 -2.04041 -0.09303
H 5.83233 -1.03769 -1.81031
H 4.58323 0.44262 -1.49872
H 4.44668 -1.35566 -3.80216
H 3.45448 -2.41458 -2.54830
H 2.18091 -0.60641 -4.29926
H 2.63458 0.77140 -2.98892
H 1.57957 -0.65906 -1.09513
H 1.14941 -2.12568 -2.26585
H -0.80506 -0.92657 -3.17012
H -0.02886 0.79823 -3.12653
H -1.22524 -2.79508 -2.06039
H -3.05757 -2.29081 -2.01420
H -2.37634 -3.47252 -0.62239
H -3.59817 -1.77420 2.88412
H -2.74154 -3.10819 1.77524
H -4.50126 -3.30243 0.18218
H -4.80137 -1.43503 0.11724
H -5.78463 -3.20977 2.71454
H -6.81746 -3.30179 1.06645
H -6.86132 -0.91456 3.17506
H -8.03979 -1.36390 1.77125
H -6.48241 -0.37042 1.31535
H -2.62484 0.53245 2.95342
H -1.60840 2.50883 3.29048
H 0.11291 2.72460 2.55369
H -2.41413 4.64802 2.45674
H -2.02693 4.17162 0.64274
H 0.67537 4.78239 1.31843
H -0.54365 6.22750 1.27788
H 0.32455 6.54926 3.28676
H 1.04041 5.06870 3.52315
H 0.04458 3.70577 -0.47680
H 0.47686 2.49616 -1.85670
H 2.11537 1.58631 0.80452
C -0.04521 -0.95265 -6.67885
Cl -1.21919 0.22246 -6.07383
Cl -0.14448 -2.47150 -5.77980
H -0.25045 -1.14960 -7.73394
H 0.96041 -0.53941 -6.56948
*
```

- Relative energy (zero: lowest compared OMol25 entry of this formula, charge and spin): 480.8 kcal per mole

***

# 2
Below is a molecular structure, C25H41ClN2O14S, with properties calculated with the ωB97M-V functional and the def2-TZVPD basis.

ORCA input file:
```
! wB97M-V def2-TZVPD RIJCOSX def2/J DEFGRID3
* xyz 0 1
C -2.80747 0.91980 -1.08458
C -1.94268 -0.35188 -0.90731
N -1.45731 -0.39004 0.47514
C -0.09500 -0.94556 0.61339
C 0.54359 -0.29585 1.85315
C 0.93831 1.12852 1.46890
C 1.18098 2.06705 2.68196
S 2.06258 3.60684 2.26396
O 1.10304 4.57379 1.85085
O 2.76655 4.06212 3.40602
O 3.12407 3.32002 1.07371
C 2.39729 2.56762 0.08521
C 3.10213 2.48097 -1.26472
C 2.01565 2.18680 -2.30888
N 2.56647 1.94374 -3.62967
C 1.43343 1.94035 -4.59305
C 1.69620 1.13951 -5.85890
C 3.31293 0.71911 -3.67747
C 2.81402 -0.55182 -3.01674
O 4.34949 0.70545 -4.21762
C 2.24573 1.12251 0.66597
Cl 3.62032 0.66796 1.71386
C -2.37706 -1.09859 1.35112
C -2.67095 -2.56847 1.07382
O -2.83671 -0.52957 2.25650
H -2.21610 1.78821 -1.36302
H -3.25776 1.13180 -0.11715
H -3.63133 0.75039 -1.77614
H -1.13908 -0.34112 -1.64089
H -2.60010 -1.18979 -1.16795
H 0.44876 -0.64849 -0.28189
H -0.04821 -2.03844 0.65834
H -0.14909 -0.34255 2.68934
H 1.44313 -0.85899 2.09935
H 0.16795 1.55920 0.83132
H 1.63181 1.58244 3.53921
H 0.20919 2.43054 3.00827
H 1.40265 2.99603 -0.04201
H 3.65077 3.37501 -1.54680
H 3.76415 1.61668 -1.22215
H 1.38652 1.34963 -1.95511
H 1.37132 3.06645 -2.32392
H 0.51564 1.61925 -4.08294
H 1.27423 2.98086 -4.87478
H 1.68204 0.06804 -5.66118
H 2.60542 1.45497 -6.35848
H 0.85872 1.32905 -6.52788
H 1.72378 -0.62488 -3.04149
H 3.16841 -0.62952 -1.98979
H 3.20111 -1.42271 -3.53128
H 2.24383 0.42286 -0.16074
H -2.22348 -2.88636 0.13929
H -3.75050 -2.67009 1.00922
H -2.22835 -3.14168 1.88327
C 2.08544 6.84906 -1.05348
C 3.31448 7.56026 -1.56318
O 3.72239 6.72468 -2.65229
C 2.63129 6.03766 -3.08422
O 2.59238 5.38374 -4.07445
O 1.58967 6.19784 -2.22754
H 1.34238 7.53052 -0.64691
H 2.31876 6.09097 -0.30307
H 3.09396 8.55861 -1.94670
H 4.10069 7.63468 -0.81587
C -6.28489 -4.51532 3.85402
C -7.00785 -4.19207 2.56735
O -6.01266 -4.46309 1.57679
C -5.12804 -5.34378 2.10759
O -4.27950 -5.89946 1.49104
O -5.34214 -5.50813 3.43804
H -6.94440 -4.90782 4.62421
H -5.74013 -3.65844 4.25471
H -7.86540 -4.84455 2.39256
H -7.33415 -3.15630 2.51389
C -0.05743 -6.86285 3.88158
C -1.12156 -6.84356 2.81184
O -1.01701 -5.52050 2.28660
C 0.23626 -5.07305 2.54713
O 0.69381 -4.07271 2.09609
O 0.89298 -5.91511 3.38459
H 0.39960 -7.84125 4.00835
H -0.42801 -6.51681 4.84865
H -0.92343 -7.55673 2.00963
H -2.11853 -7.02364 3.20642
*
```

- Calculated total energy: -2998.4449 Ha

***

# 3
Below is a molecular structure, C25H41F3NdO2P2, with properties calculated with the ωB97M-V functional and the def2-TZVPD basis.

ORCA input file:
```
! wB97M-V def2-TZVPD RIJCOSX def2/J DEFGRID3
* xyz 1 4
Nd 0.42740 -0.47438 2.48622
C -1.85320 -1.15587 3.69350
C -1.49124 -2.26291 2.87175
C 0.19908 -1.94073 4.43531
C -0.82796 -0.96422 4.66324
C -0.20543 -2.73659 3.29742
C -3.19784 -0.50342 3.74972
H -3.71854 -0.51604 2.78620
H -3.12948 0.54609 4.06529
H -3.85745 -1.00751 4.47858
C -0.82850 0.08952 5.71527
H -1.77501 0.64432 5.70917
H -0.01509 0.81824 5.57770
H -0.71074 -0.34690 6.71724
C 1.57619 -1.85433 4.99322
H 1.64126 -2.29156 5.99964
H 1.91832 -0.80725 5.10237
H 2.31750 -2.38262 4.37191
C 0.69347 -3.64387 2.51786
H 0.76938 -4.64391 2.96784
H 1.72603 -3.25417 2.44873
H 0.33904 -3.78196 1.48670
C -2.32941 -2.85000 1.78758
H -2.67428 -3.85631 2.06767
H -1.80333 -2.95078 0.82634
H -3.23073 -2.25352 1.59810
C -0.91692 2.21599 0.32784
C -1.99684 1.42992 0.42936
C -2.39448 0.28388 -0.44760
C -1.36439 -0.40373 -1.38888
C -0.10804 -0.93070 -0.79908
C 1.04183 -0.22325 -0.64116
C 1.25628 1.24084 -0.78708
C 0.05297 2.21687 -0.80953
H -3.20378 0.59141 -1.13437
H -1.13717 0.27482 -2.24096
H -2.81265 -0.48465 0.22666
H -0.49169 2.11602 -1.76123
H -0.73731 2.97186 1.10591
H -2.70293 1.61303 1.25498
H 0.50891 3.21930 -0.80441
H 1.92645 1.54813 0.03526
H 1.94374 -0.78131 -0.36611
H 1.79606 1.46406 -1.72418
H -1.91477 -1.24797 -1.83325
H -0.07687 -2.01942 -0.64381
P -0.51236 1.19302 -4.13302
C -0.62038 3.01214 -4.34782
C -1.78135 0.75155 -5.38699
P 1.78684 -0.67335 -4.86257
C 0.95336 0.95688 -5.21883
C 1.20093 -1.53963 -6.39638
C 3.38801 -0.20247 -5.65339
H 0.24701 3.49461 -3.88619
H -1.53776 3.38686 -3.88108
H -0.63324 3.21423 -5.42452
H -1.61697 1.39201 -6.25824
H -2.77367 0.94264 -4.97356
H -1.70731 -0.30060 -5.67271
H 3.21911 0.12065 -6.68722
H 4.02733 -1.09071 -5.63966
H 3.86628 0.59825 -5.08647
H 1.66218 1.78659 -5.05281
H 0.59210 0.96634 -6.26489
H 1.75828 -2.47798 -6.45694
H 1.42490 -0.92866 -7.27752
H 0.13346 -1.76359 -6.35613
F 2.56298 3.71209 5.35316
C 2.85988 2.46444 4.91015
F 4.21010 2.33353 4.90484
F 2.38425 1.59290 5.84935
C 2.25839 2.20798 3.48350
O 2.67151 2.87231 2.54863
O 1.34826 1.26356 3.45434
*
```

- Expectation value of S²: 3.76
- Relative energy (zero: lowest compared OMol25 entry of this formula, charge and spin): 0.0 kcal per mole

***

So what do the calculations give for maximum force? Going down the list: 8.5; 3.6; 2.0 eV/Å.